Molecular formula: C27H30FeNO2
Method: DFT, the ωB97M-V functional and the def2-TZVPD basis

Summary:
- lowest unoccupied orbital energy (spin up / spin down) (eV) = -3.88 / -6.11
- maximum force (hartree/bohr) = 0.1612
- HOMO-LUMO gap (spin up / spin down) (eV) = 6.8 / 4.6
- HOMO (spin up / spin down) (eV) = -10.683 / -10.683

The geometry in ORCA input format:
```
! wB97M-V def2-TZVPD RIJCOSX def2/J DEFGRID3
* xyz 1 5
C 1.1599 -2.4281 -0.9585
C 2.5592 -2.5624 -0.4230
C 3.2923 -1.5073 0.1970
Fe 4.2349 -1.6042 -1.5406
C 4.0975 0.2345 -1.5364
O 3.8688 1.3739 -1.5223
C 3.1163 -1.1990 -3.0009
O 2.4058 -0.8711 -3.8603
C 6.1438 -1.7502 -0.8431
C 6.0761 -1.1808 -2.1663
C 5.4494 -2.1486 -3.0294
C 5.1227 -3.3029 -2.2326
C 5.5301 -3.0447 -0.8855
H 0.4260 -2.8388 -0.2417
H 0.8987 -1.3731 -1.1357
H 1.0281 -2.9689 -1.9104
H 2.8068 -3.6032 -0.1581
H 2.7796 -0.5485 0.3579
H 3.9869 -1.7557 1.0139
H 6.6373 -1.3032 0.0166
H 6.5539 -0.2620 -2.4933
H 5.3842 -2.0863 -4.1111
H 4.6884 -4.2295 -2.6033
H 5.4710 -3.7515 -0.0628
C -3.3351 3.8082 4.2254
C -1.9794 3.7522 3.8743
C -1.5648 2.9088 2.8415
C -2.4823 2.0964 2.1692
C -1.9472 1.2252 1.0288
C -2.0203 1.9266 -0.3276
C -1.0762 1.5867 -1.3046
C -1.0979 2.1976 -2.5620
C -2.0528 3.1869 -2.8363
C -3.0115 3.5190 -1.8724
C -3.0064 2.8776 -0.6243
C -2.6266 -0.1415 0.8743
C -2.9029 -0.9415 2.1631
C -3.0335 -2.3924 1.6635
C -2.4279 -2.4132 0.2453
N -1.8778 -1.0702 0.0612
C -3.8356 2.1510 2.5175
C -4.2614 3.0113 3.5437
H -3.6682 4.4720 5.0280
H -1.2438 4.3665 4.3968
H -0.5134 2.8711 2.5434
H -0.8882 1.0253 1.2567
H -0.3160 0.8386 -1.0597
H -0.3580 1.8986 -3.3067
H -2.0502 3.6942 -3.8036
H -3.7645 4.2844 -2.0760
H -3.7661 3.1316 0.1200
H -3.6195 0.0482 0.4076
H -2.0426 -0.8240 2.8376
H -3.8045 -0.5756 2.6631
H -2.5081 -3.0858 2.3235
H -4.0934 -2.6705 1.6139
H -1.6532 -3.1785 0.1175
H -3.2286 -2.6493 -0.4816
H -1.7646 -0.8102 -0.9139
H -4.5707 1.5370 1.9850
H -5.3244 3.0495 3.7974
*
```


Molecular formula: C42H34I2N3OSb2Se5Tc
Method: DFT, the ωB97M-V functional and the def2-TZVPD basis

Summary:
- lowest unoccupied orbital energy (spin up / spin down) (eV) = -4.47 / -4.45
- maximum force (hartree/bohr) = 0.0338
- HOMO-LUMO gap (spin up / spin down) (eV) = 5.3 / 5.8
- HOMO (spin up / spin down) (eV) = -9.742 / -10.237

The geometry in ORCA input format:
```
! wB97M-V def2-TZVPD RIJCOSX def2/J DEFGRID3
* xyz 1 2
Tc -1.6409 -1.1779 -1.1327
C 1.5693 1.0577 0.3139
C 1.8199 -0.0772 1.3263
C 0.6530 -0.4064 2.2783
Sb -1.3029 -0.5485 1.3912
C -2.2064 -1.8274 2.8400
C -3.5528 -1.6502 3.1681
C -4.1620 -2.4883 4.0963
C -3.4298 -3.5002 4.7074
C -2.0880 -3.6781 4.3912
C -1.4823 -2.8471 3.4579
C -2.1978 1.2529 2.0330
C -2.1258 1.5737 3.3869
C -2.6983 2.7497 3.8482
C -3.3361 3.6100 2.9586
C -3.4071 3.2918 1.6109
C -2.8397 2.1090 1.1459
Sb 1.2010 2.9929 1.2745
C 3.2083 3.0955 2.0127
C 3.3924 3.3675 3.3715
C 4.6651 3.3326 3.9392
C 5.7668 3.0234 3.1511
C 5.5973 2.7525 1.7952
C 4.3262 2.7851 1.2308
C 1.4253 4.0374 -0.5774
C 2.5498 4.7818 -0.9340
C 2.6526 5.3331 -2.2091
C 1.6293 5.1546 -3.1322
C 0.4929 4.4360 -2.7754
C 0.3928 3.8776 -1.5050
H 0.7276 0.8364 -0.3569
H 2.4414 1.2154 -0.3220
H 2.6821 0.2155 1.9316
H 2.1082 -0.9955 0.8134
H 0.5531 0.3630 3.0487
H 0.7985 -1.3629 2.7817
H -4.1302 -0.8598 2.7037
H -5.2087 -2.3462 4.3467
H -3.9035 -4.1468 5.4373
H -1.5140 -4.4630 4.8717
H -0.4378 -3.0040 3.2156
H -1.6300 0.9096 4.0885
H -2.6462 2.9967 4.9019
H -3.7785 4.5320 3.3195
H -3.8974 3.9651 0.9160
H -2.8931 1.8683 0.0901
H 2.5374 3.6146 3.9961
H 4.7943 3.5479 4.9964
H 6.7584 2.9944 3.5913
H 6.4587 2.5150 1.1764
H 4.2150 2.5738 0.1723
H 3.3451 4.9464 -0.2153
H 3.5352 5.9068 -2.4796
H 1.7125 5.5778 -4.1281
H -0.3224 4.3212 -3.4801
H -0.5005 3.3135 -1.2437
Se -4.0255 -0.2023 -3.5411
Se -6.3516 0.3274 -3.8496
Se -7.2886 0.1833 -1.8768
Se -3.9281 -0.3908 -1.2812
I -0.5330 1.6651 -5.3416
C 0.6493 0.3989 -4.1994
C 1.9351 0.0530 -4.6846
C 2.7384 -0.8230 -4.0189
I 4.6442 -1.2158 -4.7695
C 2.2644 -1.4620 -2.8468
C 2.9217 -2.5006 -2.1503
C 2.3135 -3.1033 -1.0854
C 1.0386 -2.6816 -0.6878
N 0.3890 -1.7128 -1.3012
C 0.9900 -1.0881 -2.3745
C 0.1825 -0.0983 -3.0100
O -0.9958 0.1954 -2.4340
H 2.2817 0.4993 -5.6068
H 3.9008 -2.8266 -2.4833
H 2.7975 -3.9116 -0.5493
H 0.5301 -3.1502 0.1471
Se -2.7403 -4.2197 0.4922
N -2.1264 -3.1707 -0.8368
C -1.9009 -3.9843 -1.8745
C -1.4587 -3.5717 -3.1750
C -1.2217 -4.5204 -4.1084
C -1.4257 -5.9250 -3.8422
C -1.9007 -6.3544 -2.6550
C -2.1617 -5.3858 -1.6295
N -2.6443 -5.6875 -0.4452
H -1.3409 -2.5238 -3.4377
H -0.8868 -4.2153 -5.0943
H -1.2223 -6.6426 -4.6281
H -2.1014 -7.4029 -2.4573
*
```


Molecular formula: C3H5N3
Method: DFT, the ωB97M-V functional and the def2-TZVPD basis

Summary:
- lowest unoccupied orbital energy (eV) = 1.17
- SMILES string = Cc1cn[nH]n1
- maximum force (hartree/bohr) = 0.0055
- HOMO-LUMO gap (eV) = 11.0
- HOMO (eV) = -9.782

The geometry in ORCA input format:
```
! wB97M-V def2-TZVPD RIJCOSX def2/J DEFGRID3
* xyz 0 1
C -1.6459 -0.3383 -0.0048
C -0.1717 -0.0904 -0.0004
N 0.7145 -1.0695 0.1690
N 1.8770 -0.4431 0.1278
N 1.8435 0.8610 -0.0582
C 0.5418 1.1139 -0.1432
H -2.0791 -0.1703 0.9873
H -2.1534 0.3289 -0.7078
H -1.8524 -1.3719 -0.2925
H 2.7484 -0.9397 0.2262
H 0.1773 2.1193 -0.3034
*
```